A structure of composition C46H48N3PYb at a distorted geometry, computed with the ωB97M-V functional and the def2-TZVPD basis.

ORCA input file:
```
! RIJCOSX wB97M-V def2-TZVPD def2/J DEFGRID3
* xyz -1 2
Yb 0.67898 -0.72795 0.26386
P -1.69023 0.64265 1.75140
N 1.21136 -2.74259 -1.59964
N 1.01663 -1.60238 -3.43463
N 0.28140 -2.56136 1.74169
C 3.56852 0.00161 -0.41883
C 0.82049 -2.94462 -3.75010
C 3.96260 -1.50578 1.65655
C -5.22118 3.41872 2.05425
C -3.92098 1.62688 2.95831
C -3.52061 2.39700 0.65852
C -0.50382 -3.05806 2.72571
C 1.25903 2.99224 -6.85011
C 2.69289 1.87373 -1.98535
C 0.02429 1.47990 -5.26771
C -4.46369 -2.89961 2.70595
C 2.27678 -0.13329 -4.92308
C -0.77447 1.42533 4.45458
C 1.01682 2.51522 0.54417
C 2.75884 1.12932 -0.70726
C -1.33102 0.05600 -3.69762
C -3.23618 1.55233 1.73259
C 1.25407 -1.43359 -2.09140
C 1.05312 -0.47131 -4.32691
C 3.35289 -0.37191 0.92631
C -0.09855 -4.66137 0.56549
C 2.44399 0.55060 1.49961
C 0.92139 -3.64795 -2.63332
C -4.92181 2.57158 3.12855
C -2.60255 -0.93483 2.08524
C 2.06306 1.48312 0.46987
C -3.20975 -1.65525 1.04604
C -0.83058 4.18006 3.86840
C -1.13468 3.23759 2.88513
C -3.82675 -2.20453 3.73216
C -1.10479 1.85940 3.17137
C 1.53923 -2.98533 -0.27205
C -4.53785 3.34635 0.82461
C -0.46227 2.36826 5.44540
C 3.51140 -0.93962 -4.68083
C -1.19408 -4.26036 2.63781
C -2.88420 -1.22922 3.42286
C 1.20745 1.80546 -5.92990
C 4.54425 -0.63594 -1.32236
C 0.54083 -3.40779 0.69138
C 1.80095 0.35484 2.81007
C -0.99027 -5.07882 1.52936
C 2.33187 1.00859 -5.72354
C -4.16034 -2.63420 1.36138
C -0.07259 0.35605 -4.44578
C -0.48702 3.73503 5.14837
H 2.18429 2.98227 -7.43746
H 3.20604 -2.09983 2.19584
H -1.20050 0.02122 -2.60337
H 0.63874 -3.26970 -4.75379
H -3.59455 1.01468 3.79701
H 0.54979 2.71301 -0.43528
H -4.77792 4.01440 -0.00101
H 2.61048 -3.02028 -0.05935
H -6.01381 4.15942 2.18337
H 0.86398 -4.70437 -2.43524
H 0.21557 2.16656 1.20892
H -1.92370 -4.51785 3.40038
H -2.98540 -1.41262 0.00186
H -2.39104 -0.65093 4.20324
H 4.49650 -2.17418 0.96708
H 3.20574 1.32064 -2.78207
H 3.64816 -1.67566 -5.48270
H 1.22398 3.93939 -6.29263
H 4.63959 -0.06805 -2.25698
H -2.05360 0.84959 -3.91302
H -0.23912 4.47172 5.92087
H 0.17443 -5.25931 -0.29959
H 3.15383 2.87863 -1.91350
H -0.75271 0.35611 4.67782
H -0.89132 5.24493 3.62034
H -1.46616 3.58046 1.90094
H 1.34896 3.48122 0.96802
H -4.05416 -2.40240 4.78308
H 3.48330 -1.47816 -3.72924
H 0.40691 2.99470 -7.54453
H -0.20408 2.01251 6.44299
H 1.64878 2.01075 -2.31143
H -5.43870 2.62159 4.09702
H -1.50676 -6.02620 1.42076
H 2.23480 0.97266 3.61671
H 3.27085 1.26851 -6.21080
H 4.39513 -0.28821 -4.67652
H -4.66820 -3.17859 0.56768
H 0.75236 0.66873 2.73915
H 4.68227 -1.14627 2.41546
H -5.20057 -3.66832 2.95097
H -0.65625 -2.42818 3.59573
H 5.54317 -0.68822 -0.85190
H -1.77013 -0.89317 -4.02968
H 1.79454 -0.69806 3.14239
H 4.23974 -1.66599 -1.57111
H -2.91977 2.32502 -0.25048
H -0.85636 2.10557 -5.41255
*
```

energy above the lowest of the compared OMol25 structures with the same formula, charge and spin: 194.3 kJ/mol
electronic energy: -93766.8611 eV
Kohn-Sham gap (spin up / spin down): 3.10 / 5.70 eV
HOMO level (spin up / spin down): -0.62 / -3.23 eV
expectation value of S²: 0.7599

---

A structure of composition C46H49AsCl3FeN4O, computed with the ωB97M-V functional and the def2-TZVPD basis.

ORCA input file:
```
! RIJCOSX wB97M-V def2-TZVPD def2/J DEFGRID3
* xyz -1 5
As 0.61775 -0.88158 1.23372
Fe -1.02366 0.01472 -1.43352
Cl 0.99289 -3.16907 -7.83824
Cl 1.20875 -0.46854 -3.15080
Cl -3.18103 -3.26865 -4.41735
O -1.43946 -1.58852 -2.73106
N -2.44650 1.27231 -0.56915
N -2.72533 -1.34120 -0.24970
N 0.59346 0.29830 -0.14771
N -1.75869 1.61089 -3.16201
C 0.75993 2.50262 2.02254
C 0.97072 -1.85843 -5.46138
C -2.89200 0.86502 -3.74089
C 2.93096 1.14758 -0.15118
C 4.76421 -3.32377 0.85431
C 3.54949 -1.53102 1.96829
C 0.64888 0.10635 2.95038
C -0.86930 2.00370 -4.25818
C -3.11857 -1.04991 2.17645
C -0.90938 -1.91600 -3.85352
C -3.01511 1.13541 3.13410
C -3.20320 -0.22597 3.29365
C 3.44028 3.17209 -1.37612
C -3.20871 4.98636 -2.38500
C -3.95093 -1.28166 -1.06029
C 0.53846 2.00383 4.43318
C -2.51244 3.96791 -3.02831
C -2.72019 0.86857 0.72992
C 0.46944 -0.72822 4.06764
C -2.77219 1.67265 1.87658
C 0.41234 1.18828 5.54783
C 0.26781 -2.67976 -6.32587
C -3.53991 3.50172 -0.51411
C 1.57621 1.19612 -0.52393
C -2.86114 -0.52396 0.92239
C 0.36968 -2.22907 3.93674
C 2.47321 -2.81695 0.23031
C 2.10117 3.25171 -1.73930
C -1.57055 -2.73272 -4.80252
C -1.00443 -3.11797 -6.00242
C 0.64286 1.49835 3.13988
C 4.69034 -2.31247 1.80009
C 0.36683 -0.18028 5.34218
C 2.41388 -1.78046 1.17810
C 3.64398 -3.55509 0.07380
C 0.31080 1.78093 6.92848
C -3.75226 4.71989 -1.13963
C -2.30448 2.74009 -2.42547
C 0.37995 -1.49956 -4.26755
C 1.19596 2.29588 -1.31627
C 6.02655 -4.12572 0.67840
C -2.74961 2.49007 -1.09954
C -2.38386 -2.73810 -0.01074
C 1.29455 -3.20137 -0.63375
C 3.83485 2.11122 -0.57131
C 3.64096 -0.41713 2.98430
H 6.27134 -4.67724 1.58859
H 0.23491 -2.68802 4.91635
H 1.19925 2.36895 7.16796
H 0.82588 -2.33957 -1.10696
H 1.96152 -1.50585 -5.71083
H -3.35492 5.94257 -2.86988
H 4.15025 3.92422 -1.69482
H -2.05346 -3.16953 -0.95510
H -1.57842 -2.79697 0.71655
H 6.87360 -3.47480 0.45311
H 1.75259 4.08112 -2.34554
H -1.55579 -3.75483 -6.67974
H 0.54566 3.08213 4.56591
H 3.21116 -0.70977 3.94482
H 0.14251 2.41116 -1.54600
H 3.67514 -4.33173 -0.68388
H 0.53009 -3.70710 -0.04007
H 4.68793 -0.16013 3.15138
H 1.25967 -2.66334 3.47731
H -4.00012 3.32281 0.44446
H -2.56121 2.72733 1.78730
H 0.20713 1.00244 7.68456
H -3.49464 1.52748 -4.37472
H 0.24184 -0.84416 6.19262
H 3.28109 0.33362 0.46184
H -4.35343 5.47062 -0.63932
H -0.10944 2.69538 -3.90157
H 5.92589 -4.84252 -0.13624
H -3.02153 1.79037 3.99705
H 5.56000 -2.10086 2.41593
H -3.76945 -1.75887 -2.02262
H 1.61173 -3.88258 -1.42410
H -0.55142 2.44650 7.00712
H -4.23214 -0.24235 -1.21263
H -2.51985 0.03452 -4.33877
H -4.77040 -1.79741 -0.54029
H -3.23521 -2.11994 2.29300
H -0.48203 -2.50383 3.30770
H -0.38059 1.11774 -4.65547
H 1.79243 2.59311 1.67797
H -3.24670 -3.31365 0.35497
H 4.87049 2.02692 -0.26040
H -3.38673 -0.64937 4.27300
H -3.51779 0.46889 -2.94483
H 0.15645 2.22247 1.16314
H -2.14008 4.14390 -4.02859
H -1.41948 2.47732 -5.08138
H 0.43635 3.48410 2.37261
H 3.11571 0.47931 2.66203
*
```

electronic energy: -189302.8256 eV
Kohn-Sham gap (spin up / spin down): 6.66 / 6.72 eV
HOMO level (spin up / spin down): -4.16 / -4.22 eV
expectation value of S²: 6.0091

---

A cluster of 13 separate species, C46H49N13O10 in total at a distorted geometry, computed with the ωB97M-V functional and the def2-TZVPD basis.

ORCA input file:
```
! RIJCOSX wB97M-V def2-TZVPD def2/J DEFGRID3
* xyz 0 1
O 40.10647 -16.40051 7.95239
O 33.99055 -11.60317 10.11793
O 32.44820 -13.01546 9.63969
O 31.88620 -0.65159 5.66888
O 32.60952 -1.86351 7.26187
O 39.03574 -16.33246 6.10294
O 30.09966 -6.27848 9.66339
O 33.11332 -12.22704 15.94872
O 34.81845 -10.99520 16.35872
O 30.96715 -4.31811 9.75185
N 28.68983 -13.19096 6.44194
N 33.86707 -11.31109 15.65924
N 39.10816 -16.16079 7.30046
N 31.99153 -1.72547 6.22449
N 34.66979 -5.69467 5.18022
N 27.65958 -7.64922 5.49760
N 31.62717 -10.20024 3.14144
N 32.43631 -14.91151 6.86846
N 33.00887 -11.94573 9.48226
N 34.60259 -11.16284 5.35298
N 34.05941 -7.03520 9.62902
N 35.26426 -14.90680 3.51203
N 30.60397 -5.35573 10.26004
C 37.98737 -15.47517 7.95608
C 36.96717 -14.58861 9.92963
C 30.64811 -2.75985 4.44849
C 34.94805 -6.66264 9.01064
C 34.68703 -9.94077 13.76955
C 30.25323 -5.14265 4.47398
C 30.15489 -6.66728 13.70119
C 38.02757 -15.23858 9.32733
C 31.56723 -4.64950 12.46405
C 33.18524 -7.83063 5.31621
C 30.85916 -5.23029 5.71948
C 30.10044 -3.88195 3.89022
C 31.06619 -10.76560 6.54143
C 27.71302 -8.73662 5.13953
C 31.94205 -9.29562 2.50862
C 30.76236 -5.48619 11.72165
C 32.96542 -15.86768 7.22037
C 33.06258 -8.95664 12.28392
C 34.06490 -6.67247 5.21071
C 35.89790 -14.34898 7.80586
C 35.26963 -10.15658 7.68237
C 31.50785 -8.93358 7.96685
C 36.95842 -14.96192 7.16628
C 30.00132 -6.45902 12.35074
C 31.35703 -4.08447 6.35099
C 29.13440 -13.72772 7.35455
C 30.96964 -9.42180 6.76597
C 34.87905 -10.74835 6.38748
C 29.63691 -14.48177 8.54153
C 31.82027 -11.62133 7.32231
C 32.03129 -9.59885 12.95717
C 32.33029 -10.41818 14.04511
C 36.08713 -6.22007 8.22945
C 31.00962 -5.85311 14.46408
C 34.38897 -9.24430 12.60503
C 32.45793 -11.08740 8.44433
C 32.24659 -9.76689 8.81336
C 34.37795 -14.18598 3.63764
C 33.25563 -13.24175 3.78415
C 31.33669 -2.90118 5.66027
C 33.65851 -17.07449 7.65069
C 33.63520 -10.45891 14.49383
C 32.43715 -8.18978 1.70182
C 35.88815 -14.12348 9.18056
C 27.82357 -10.09697 4.67351
C 31.67808 -4.79824 13.85780
H 29.63197 -7.43790 14.25025
H 33.36135 -12.26431 3.32588
H 29.57403 -3.86378 2.94368
H 29.32386 -7.08712 11.78878
H 29.48224 -15.51754 8.24832
H 34.69761 -9.23286 7.74281
H 36.88329 -14.50584 11.00603
H 36.73908 -7.09205 8.13857
H 38.85190 -15.52698 9.96359
H 32.22793 -8.32117 0.64051
H 35.77656 -5.93395 7.22717
H 30.69393 -14.35254 8.74895
H 32.11109 -3.84268 11.99088
H 35.03223 -13.95879 7.28370
H 32.36176 -13.72489 3.39593
H 32.94449 -8.27129 11.45312
H 36.33922 -10.10319 7.86372
H 35.65897 -9.92299 14.24443
H 30.51306 -1.81821 3.93827
H 33.50007 -17.15186 8.72605
H 33.21896 -13.12885 4.86916
H 29.88931 -6.07905 4.07249
H 30.78123 -11.15736 5.56979
H 30.76250 -6.11924 6.33055
H 32.31115 -4.12105 14.41050
H 31.80326 -4.13012 7.33448
H 33.86474 -8.62764 4.99714
H 27.60265 -10.08663 3.60169
H 33.51802 -8.19996 1.84622
H 28.75352 -10.61851 4.87967
H 32.80439 -8.05576 6.30827
H 30.99027 -5.96963 15.53922
H 31.98711 -7.23065 1.94978
H 30.35127 -8.78942 6.14199
H 37.00107 -15.21792 6.11564
H 36.67295 -5.40558 8.64830
H 33.27833 -17.95777 7.14367
H 32.60661 -9.26322 9.69873
H 34.71608 -16.95527 7.41878
H 35.22579 -8.78648 12.09504
H 29.11503 -14.07788 9.40553
H 27.04637 -10.77140 5.04100
H 31.04479 -9.52314 12.51953
H 35.00434 -13.65015 9.58400
H 34.93517 -10.86246 8.44846
H 31.90913 -12.65917 7.03309
H 31.23821 -7.91574 8.21965
H 31.50824 -11.00205 14.43068
H 32.42705 -7.62303 4.56143
*
```

electronic energy: -88326.1988 eV
Kohn-Sham gap: 9.06 eV
HOMO level: -9.99 eV

---

A structure of composition C46H50AsCsN8O6STe at a distorted geometry, computed with the ωB97M-V functional and the def2-TZVPD basis.

ORCA input file:
```
! RIJCOSX wB97M-V def2-TZVPD def2/J DEFGRID3
* xyz -2 1
Cs 0.37179 1.48565 -0.26897
Te -2.19817 4.36754 -2.46159
As -0.93009 -0.94787 -2.35810
S -4.57106 3.97373 -4.82153
O 8.04023 0.30529 -2.46363
O 8.80392 0.33647 -0.48192
O -0.79441 6.37325 4.86829
O -0.06668 6.39292 2.77084
O -0.15432 4.96019 0.77629
O -1.27002 3.16762 0.07350
N -2.47834 2.70095 3.86601
N 2.82153 0.74414 1.18587
N 2.03579 -2.36835 -0.61971
N -4.06738 1.78996 0.01445
N 7.85896 0.37605 -1.25888
N 0.82323 -2.92282 -0.46184
N -2.16280 2.65062 2.57029
N 2.90603 0.55311 -1.51716
C -2.45549 -0.82475 2.58341
C 3.91930 0.85890 3.31691
C -3.16375 4.83268 -4.27903
C 5.22995 0.68463 1.31186
C -0.94021 3.99062 0.94209
C 2.41976 -4.27291 0.36204
C -5.07712 -3.54928 2.48147
C 4.01700 0.66476 0.58697
C 4.46716 -2.74820 -0.16476
C -1.39449 -1.32864 3.17643
C -2.03389 3.81608 4.47167
C 2.44344 -1.66154 4.89768
C -3.72283 -1.54572 2.34612
C -0.72296 5.85184 3.76901
C -2.87780 5.82074 -5.18490
C 2.23557 -1.94418 3.54349
C -0.15451 -1.39845 3.71572
C -4.74836 4.94571 -6.23870
C -2.03846 -2.55839 -2.11754
C -3.89072 -2.88031 2.72783
C 3.02991 -3.14259 -0.13004
C 5.28625 0.50403 -2.93689
C 0.99556 -1.82949 2.95644
C -3.77164 5.89023 -6.29031
C 1.34829 -1.22566 5.65471
C 4.07919 0.57683 -0.85875
C 5.14365 0.78698 2.72224
C 5.33211 0.52549 -1.52873
C 1.02261 -2.40552 -4.00875
C -0.09070 -4.96675 0.54679
C -2.88511 -2.44996 -0.85348
C 4.07500 0.52540 -3.58932
C 0.09550 -1.09487 5.10495
C -1.37602 4.54564 3.50932
C -4.79150 -0.90275 1.71713
C -5.98167 -1.57289 1.47397
C -6.13184 -2.90082 1.84781
C 1.03919 -4.08168 0.13667
C -1.48808 3.76248 2.32581
C 2.90788 0.54380 -2.83673
C -3.13909 -0.11157 -4.24380
C 6.45487 0.58237 0.64284
C -2.34351 0.28066 -3.00396
C 6.54046 0.49941 -0.72771
C 2.77368 0.83821 2.49864
C -0.20036 -1.49457 -4.12523
H 3.42733 -1.75944 5.34318
H 2.11776 -1.42039 -0.97999
H 0.05185 -0.59065 -4.68808
H -0.12744 -5.88136 -0.04930
H 4.74062 -2.35875 -1.14807
H 3.81045 0.91790 4.38952
H -4.00881 2.45341 0.77829
H 1.78612 0.88927 2.94573
H -6.79817 -1.05422 0.98453
H -3.66462 -1.05940 -4.10280
H 3.07590 -2.27179 2.93548
H -2.45513 0.20893 2.20526
H 0.02192 -5.25092 1.59386
H 0.79991 -3.27649 -3.38979
H -5.18603 -4.58473 2.78653
H -2.66153 -2.71165 -3.00195
H 1.93262 0.55723 -3.31485
H 1.85915 -1.88169 -3.54351
H -7.06039 -3.42355 1.64850
H -3.69114 6.62060 -7.08704
H -1.87336 1.25486 -3.16526
H -3.88412 2.35035 -0.81937
H -0.11653 5.80084 1.92033
H 0.86617 -2.03976 1.90121
H 4.67828 -1.96985 0.57222
H -1.35227 -3.40365 -2.04039
H 6.05818 0.80749 3.30335
H -2.03148 6.48175 -5.05496
H -2.97581 1.92602 4.26841
H 1.35041 -2.75770 -4.99074
H 6.20371 0.47604 -3.49415
H -3.46734 -3.35645 -0.67113
H -2.19141 4.03371 5.51415
H -3.88506 0.65593 -4.45839
H 1.48656 -0.98625 6.70497
H 2.90473 -5.11325 0.83191
H -3.58461 -1.61434 -0.91863
H -5.56409 4.76843 -6.92362
H 4.02627 0.51741 -4.66912
H -0.73305 -0.76151 5.71894
H -2.24109 -2.27790 0.01166
H -1.03433 -4.43369 0.43783
H 5.09754 -3.60601 0.06010
H -3.06256 -3.37941 3.21846
H -3.02698 0.42110 -2.16292
H -2.49470 -0.20027 -5.12065
H 7.37452 0.56845 1.20913
H -0.99047 -2.00943 -4.67513
H -4.68049 0.12722 1.39080
H -3.23145 1.22314 0.13191
*
```

energy above the lowest of the compared OMol25 structures with the same formula, charge and spin: 171.9 kJ/mol
electronic energy: -152232.6169 eV
Kohn-Sham gap: 2.63 eV
HOMO level: -1.09 eV